{
  "formula": "C3H8N2OS",
  "method": "ωB97M-V/def2-TZVPD",
  "max_force_ev_per_a": 2.21,
  "lumo_ev": 0.51,
  "total_energy_ev": -19101.618,
  "homo_ev": -8.3,
  "e_above_lowest_kj_mol": 278.28,
  "smiles": "CN(C)C(=S)NO",
  "orbital_gap_ev": 8.759,
  "elements": ["C", "C", "C", "H", "H", "H", "H", "H", "H", "H", "H", "N", "N", "O", "S"],
  "xyz": [[1.13718, 0.73013, -0.49283], [-1.07645, 1.43463, 0.35240], [-0.70102, -0.88401, -0.17310], [1.82980, 0.41804, 0.25594], [1.34408, 0.34569, -1.52247], [1.23187, 1.85110, -0.53046], [-0.49077, 2.25095, 0.77289], [-1.55421, 1.84691, -0.54953], [-1.85282, 1.06216, 0.96940], [-0.19898, -2.80485, -0.05279], [1.29069, -1.66862, 1.22201], [-0.21110, 0.37476, -0.11088], [0.17972, -1.91163, -0.28282], [1.41842, -1.87735, 0.29160], [-2.34642, -1.16791, -0.14936]],
  "forces_ev_per_angstrom": [[-0.0158, 1.3792, -1.1502], [0.2150, 0.9812, -1.9697], [-0.5556, 1.3133, 0.2390], [0.7963, -0.4031, 0.0410], [0.2037, 0.1033, 1.0161], [-0.3661, -1.0719, -0.1292], [0.0427, -0.2702, 0.3476], [-0.2444, 0.1640, 0.3127], [-0.4644, -0.2388, 0.7941], [-0.8595, -0.4173, -0.3992], [0.0145, -0.0021, 0.4054], [0.1234, -0.6847, 0.7965], [-0.4300, -0.8603, -0.6311], [1.4678, 0.5402, 0.3240], [0.0725, -0.5330, 0.0028]],
  "nbo_charge": [-0.4093, -0.4065, 0.2593, 0.2079, 0.2182, 0.2071, 0.1979, 0.2012, 0.2387, 0.3852, 0.4522, -0.4221, -0.3194, -0.5414, -0.2689]
}